Molecular formula: C34H39AuIN7OTe
Method: DFT, wB97M-V/def2-TZVPD

```
84
Properties=species:S:1:pos:R:3:forces:R:3
Au 0.18907 0.32756 -0.14536 0.2059 -0.0333 -0.0763
C 1.92483 2.13733 2.88835 0.0288 0.0404 -0.0273
C 2.70521 2.78131 1.77273 0.0040 -0.0520 0.1504
C 4.05115 3.09027 1.91213 -0.0102 -0.0307 0.0390
C 4.75272 3.69222 0.87802 -0.0111 0.0014 -0.0137
C 4.10912 3.98328 -0.31228 0.0302 -0.0116 -0.0557
C 2.75837 3.69898 -0.49247 -0.0405 0.0360 -0.1364
C 2.09100 3.99860 -1.81294 0.0379 0.0035 0.0864
C 2.07010 3.11563 0.57408 -0.2530 -0.0007 -0.0345
N 0.72975 2.68094 0.41242 -0.2446 0.2396 -0.0539
C -0.29073 3.41322 0.25759 0.0827 -0.0818 0.0132
C -0.31317 4.91340 0.37123 -0.0190 -0.1548 -0.0592
C -1.61359 2.68392 -0.02790 0.0343 0.5041 0.0914
C -2.82749 3.55111 -0.14390 0.0013 -0.0490 0.0044
N -1.63358 1.41584 -0.18798 0.1335 -0.2233 0.0625
C -2.88885 0.73678 -0.39839 0.2150 0.1177 0.0667
C -3.74890 0.53508 0.68861 -0.0018 0.0648 0.1490
C -3.34351 0.92338 2.08678 -0.0390 -0.0182 -0.0707
C -4.99580 -0.01366 0.42804 -0.0785 0.0367 -0.0410
C -5.37007 -0.36104 -0.86390 -0.0189 0.1138 0.0371
C -4.48545 -0.19070 -1.91374 -0.0290 -0.0124 -0.0045
C -3.22104 0.35438 -1.70176 -0.0384 0.0806 -0.2273
C -2.29477 0.64132 -2.85293 -0.0383 -0.0334 0.0473
H 2.59096 1.75844 3.66201 0.0036 -0.0033 -0.0147
H 1.30468 1.31566 2.51633 0.0229 -0.0100 -0.0018
H 1.24411 2.84846 3.36249 0.0072 0.0016 -0.0161
H 4.55252 2.85685 2.84386 -0.0057 0.0113 -0.0032
H 5.80086 3.93109 0.99904 -0.0047 -0.0108 -0.0010
H 4.66038 4.43736 -1.12750 -0.0070 -0.0086 0.0160
H 2.81635 3.95242 -2.62396 0.0103 0.0121 0.0106
H 1.66225 5.00343 -1.82666 -0.0124 -0.0079 0.0127
H 1.28739 3.29462 -2.03743 0.0128 -0.0109 -0.0033
H 0.67407 5.27654 0.64328 0.0278 0.0070 0.0136
H -1.02746 5.22865 1.13361 0.0267 -0.0129 0.0007
H -0.61481 5.38710 -0.56442 0.0196 -0.0345 -0.0229
H -2.64456 4.31457 -0.90245 -0.0160 0.0009 0.0102
H -3.01130 4.08194 0.79236 0.0279 -0.0237 -0.0003
H -3.71883 2.99276 -0.41268 0.0105 -0.0132 -0.0032
H -2.27361 0.78698 2.24949 -0.0030 -0.0244 0.0024
H -3.87976 0.31999 2.81737 -0.0183 0.0125 -0.0023
H -3.58308 1.96967 2.29563 0.0135 -0.0179 -0.0188
H -5.68115 -0.17389 1.25150 0.0068 0.0023 -0.0187
H -6.35277 -0.77562 -1.04637 0.0122 -0.0139 0.0043
H -4.77207 -0.47023 -2.92014 -0.0022 -0.0028 0.0133
H -2.60952 0.09840 -3.74144 -0.0068 0.0032 -0.0066
H -1.26337 0.36211 -2.62544 -0.0093 -0.0191 -0.0011
H -2.29856 1.70746 -3.09402 0.0124 -0.0082 0.0042
C -0.84147 -6.55554 0.90387 0.0587 0.0429 0.0013
N 0.24326 -5.75119 0.31677 -0.0342 -0.0833 -0.0359
C 1.43882 -6.30142 -0.02356 -0.0545 -0.0310 0.0630
C 2.40714 -5.56871 -0.61048 0.0100 0.0725 -0.0419
C 2.10809 -4.20084 -0.86597 0.2005 0.0126 -0.0520
N 0.94590 -3.65594 -0.50184 -0.0714 0.1110 0.0226
C 0.03600 -4.42114 0.07142 -0.1123 -0.1306 0.1295
O -1.10166 -3.97517 0.45044 -0.0087 0.1649 -0.1536
N 2.99536 -3.39805 -1.45870 -0.0631 -0.0932 -0.0162
H -0.51460 -7.58991 0.94565 0.0088 0.0034 0.0007
H -1.73167 -6.47257 0.28630 0.0036 -0.0042 -0.0181
H -1.07146 -6.19766 1.90389 0.0159 0.0094 0.0103
H 1.55997 -7.35093 0.20523 -0.0180 0.0033 -0.0106
H 3.35623 -6.00766 -0.87775 -0.0202 -0.0008 -0.0083
H 3.84942 -3.76144 -1.84472 0.0105 0.0102 0.0161
H 2.71549 -2.45839 -1.69036 0.0102 0.0066 -0.0064
I 6.11041 0.32342 -1.50697 0.0368 0.0060 -0.0128
C 4.33460 -0.19793 -0.61852 -0.0243 0.0051 -0.0636
C 4.14716 -0.83779 0.58622 -0.0382 0.0179 0.0655
N 2.82087 -0.95351 0.76770 0.0016 -0.0335 0.0761
N 2.13163 -0.43616 -0.26122 -0.0688 0.0569 0.0005
C 3.04537 0.03668 -1.10818 0.0424 0.0789 -0.0298
H 4.85648 -1.20632 1.30886 -0.0304 -0.0028 0.0001
H 2.33263 -1.36899 1.54422 -0.0259 0.0003 -0.0268
H 2.74776 0.53083 -2.01978 -0.0094 -0.0007 0.0327
Te -1.84393 -2.07561 -0.15154 0.0215 -0.5304 0.1358
C -3.72224 -2.96943 0.02557 0.1289 -0.0140 -0.0887
C -4.35636 -3.04171 1.26250 -0.0187 -0.0643 -0.0398
C -5.57473 -3.69639 1.36479 -0.0046 0.0200 0.0177
C -6.15439 -4.26590 0.23744 0.0053 0.0170 -0.0194
C -5.52230 -4.18596 -0.99745 0.0009 0.0254 0.0072
C -4.30168 -3.53468 -1.10927 -0.0732 -0.0249 0.1370
H -3.90322 -2.59381 2.13816 0.0149 0.0001 -0.0032
H -6.07367 -3.76079 2.32291 0.0001 -0.0103 -0.0055
H -7.10586 -4.77451 0.32211 0.0061 0.0022 -0.0015
H -5.98044 -4.62890 -1.87188 -0.0010 -0.0029 0.0032
H -3.80859 -3.46316 -2.07005 0.0205 -0.0060 -0.0062
```
Positions in Å, forces in eV/Å.

charge = +2
LUMO = -5.31 eV
frontier orbital gap = 0.27237 Ha
DFT total energy = -67443.2898 eV
ΔE to the lowest compared entry with this formula, charge and spin = 0.00 kcal/mol


Molecular formula: C34H39ClIrO5P
Method: DFT, wB97M-V/def2-TZVPD

```
81
Properties=species:S:1:pos:R:3:forces:R:3
Ir -1.11436 -0.12084 0.83456 -0.0930 0.1506 0.5143
C -2.33652 -1.93612 3.04686 0.0053 0.0825 0.0865
O -1.52142 -0.77134 2.75725 -0.1999 -0.4553 0.6055
C -1.60827 0.24742 3.78033 0.0326 0.0996 0.0440
C -0.67898 1.34311 3.33250 -0.0476 -0.0369 -0.0429
O -1.02008 1.67018 1.95330 0.2774 0.1414 -0.0501
C -2.17429 2.57202 1.86505 -0.0431 0.0408 0.0697
C -2.87599 2.25288 0.58051 -0.0473 -0.0297 -0.0911
O -3.11549 0.83518 0.52757 0.0761 -0.2622 -0.0394
C -4.38535 0.38007 1.03949 0.0093 0.1172 0.0409
H -1.98876 -2.36860 3.98327 -0.0343 0.0001 0.0175
H -2.20297 -2.64157 2.23462 0.0107 -0.0194 0.0217
H -3.38273 -1.64362 3.13239 -0.0086 -0.0031 0.0072
H -1.29659 -0.16479 4.74141 0.0696 -0.0905 -0.0655
H -2.65066 0.56570 3.86147 0.0044 0.0348 -0.0025
H 0.34750 0.99152 3.31115 0.0149 0.0472 0.0258
H -0.72898 2.23508 3.95541 -0.1479 0.0292 -0.0600
H -1.80659 3.59742 1.88429 0.0743 -0.0315 -0.0290
H -2.81096 2.40470 2.73422 -0.0060 -0.0221 -0.0079
H -2.21441 2.48354 -0.24532 -0.0161 0.0323 -0.0718
H -3.80318 2.81348 0.45829 -0.0504 -0.0494 0.1379
H -5.17483 0.69522 0.35965 -0.0112 0.0124 0.0141
H -4.57345 0.78078 2.03748 0.0072 -0.0110 0.0055
H -4.34381 -0.70471 1.07319 -0.0228 -0.0073 -0.0333
Cl -1.47293 -2.12543 -0.28594 -0.1852 -0.1979 -0.1427
C -0.03160 -3.14531 -0.08534 -0.0724 0.0175 0.0418
C -0.07406 -4.41039 -0.63003 0.0183 -0.0268 0.0797
C 1.01986 -5.23404 -0.39267 -0.0193 -0.0088 -0.0253
C 2.08594 -4.79208 0.38187 0.0198 0.0012 0.0331
C 2.09000 -3.50931 0.90617 -0.0110 0.0023 -0.0438
C 1.02128 -2.64394 0.65119 0.0408 -0.0266 0.0568
P 1.03865 -0.92423 1.19090 -0.0865 0.3373 -0.3252
C 1.65106 -0.97404 2.88151 -0.0888 -0.0821 0.0575
C 2.69444 -0.14057 3.28887 -0.0085 -0.0437 0.0112
C 3.18281 -0.23510 4.58546 -0.0031 0.0181 -0.0021
C 2.63521 -1.14990 5.47232 0.0047 0.0085 0.0213
C 1.59665 -1.98489 5.06955 -0.0297 0.0124 -0.0082
C 1.10425 -1.89894 3.77950 0.0233 0.0218 0.0081
C 2.27543 -0.03588 0.23919 0.0340 -0.1977 -0.2305
C 2.29097 1.35602 0.28801 0.0185 0.0823 0.0988
C 3.29035 2.06175 -0.36572 -0.0281 0.0163 0.0177
C 4.26708 1.38093 -1.07863 0.0346 -0.0455 -0.0230
C 4.25108 -0.00836 -1.13779 0.0373 0.0434 0.0375
C 3.26105 -0.71988 -0.48094 -0.0289 0.0362 0.0882
H -0.92799 -4.75942 -1.19469 -0.0007 0.0091 -0.0038
H 1.02409 -6.23540 -0.80163 0.0021 -0.0040 0.0077
H 2.91695 -5.45457 0.58166 0.0006 0.0001 -0.0033
H 2.92238 -3.17100 1.51147 -0.0024 -0.0038 0.0030
H 3.13600 0.56814 2.60128 0.0340 -0.0231 0.0062
H 4.00387 0.39688 4.89573 -0.0112 0.0119 0.0032
H 3.02501 -1.22458 6.47880 0.0042 -0.0031 -0.0026
H 1.18563 -2.70898 5.76049 0.0086 -0.0121 -0.0042
H 0.31380 -2.56931 3.46273 0.0683 -0.0395 -0.0122
H 1.53462 1.89893 0.84029 -0.0645 0.0177 -0.0376
H 3.30625 3.14200 -0.31527 -0.0173 0.0000 -0.0109
H 5.04582 1.93294 -1.58818 0.0090 -0.0003 0.0130
H 5.01910 -0.53857 -1.68498 -0.0017 0.0031 -0.0063
H 3.27031 -1.79990 -0.52592 -0.0188 -0.0014 -0.0339
C -0.98427 1.29229 -7.42998 -0.3005 0.3398 -0.4815
C -0.86846 1.34670 -5.95332 -0.2076 0.3128 0.7444
C 0.19421 0.71227 -5.27950 -0.9734 0.7238 -2.5076
C 0.34463 0.82048 -3.90559 -1.2019 0.5863 3.2293
C 1.49645 0.19138 -3.19579 -0.0426 0.1531 -0.3193
C -0.66574 1.49738 -3.17234 0.2048 -0.6801 -0.5501
C -1.69100 2.23215 -3.82617 0.8446 -0.8465 2.9206
C -2.66360 3.06155 -3.05295 0.2056 0.1338 -0.3875
C -1.80052 2.09733 -5.19990 1.0221 -0.8450 -2.9060
C -0.57789 1.47556 -1.66496 0.6641 0.9745 -0.1780
O -0.08175 2.44623 -1.13364 -0.1336 0.0853 0.6872
O -1.03511 0.41300 -1.07508 0.3145 0.0027 -0.9754
H -0.29509 0.58383 -7.88019 -0.0401 -0.0389 -0.0234
H -0.77952 2.28853 -7.83987 0.0929 -0.1738 -0.0288
H -2.00988 1.06059 -7.72706 0.1262 -0.1462 -0.0412
H 0.92047 0.15552 -5.85940 0.0069 -0.0519 -0.0130
H 2.34190 0.06681 -3.86984 0.0240 -0.0557 -0.0148
H 1.21462 -0.80053 -2.82710 -0.0492 -0.0176 -0.0109
H 1.81164 0.79152 -2.34376 -0.0604 0.0083 0.0182
H -3.41510 2.42079 -2.58180 0.0199 -0.0925 0.0226
H -3.18665 3.75214 -3.71075 -0.0654 -0.0102 -0.0064
H -2.15401 3.64000 -2.28330 0.0376 -0.0681 0.0579
H -2.60752 2.59422 -5.72588 -0.0222 0.0131 -0.0023
```
Positions in Å, forces in eV/Å.

charge = +3
LUMO (alpha / beta) = -8.58 / -11.62 eV
frontier orbital gap (alpha / beta) = 0.30246 / 0.18946 Ha
DFT total energy = -70752.1411 eV
spin multiplicity = 2
ΔE to the lowest compared entry with this formula, charge and spin = 15.47 kcal/mol


Molecular formula: C34H39IrN5O4P2
Method: DFT, wB97M-V/def2-TZVPD

```
85
Properties=species:S:1:pos:R:3:forces:R:3
Ir -0.84400 1.45483 -1.11939 1.6048 2.5309 0.4230
C 3.90591 -0.70571 2.03428 -0.2554 1.6998 1.5135
C 3.17370 -0.80761 0.88564 -0.2759 -1.5295 -1.3059
C 1.93595 -1.67177 0.73222 -0.1219 0.8366 0.4529
C 0.62114 -0.84133 0.69912 -0.7909 -1.0399 1.1465
C 0.27123 0.18355 1.75442 0.1064 1.9718 -0.9580
C 1.05905 0.69818 2.71861 -0.8713 0.0910 -1.4473
C 1.87736 -0.22249 3.50915 0.0741 -0.0861 -0.4706
C 3.36806 -0.00366 3.26398 0.2006 -0.9185 1.1385
C -1.06652 3.52121 -1.21523 -1.0471 0.2439 -0.4487
H 4.96173 -0.95174 2.11215 0.2235 0.2233 -0.5533
H 3.61612 -0.48562 -0.07555 0.0521 -0.1767 0.4829
H 1.84952 -2.46308 1.49611 0.2546 0.5150 -0.1642
H 2.00139 -2.17979 -0.24585 0.0517 0.2701 0.2886
H 0.54228 -0.40122 -0.32762 0.1049 -0.0217 0.8724
H -0.14294 -1.61499 0.79668 0.0302 -0.0904 -0.5365
H -0.66218 0.75850 1.51008 1.0677 -0.2255 -0.1082
H 1.09170 1.78862 2.86890 -0.6752 -0.6217 0.8156
H 1.55448 -1.23574 3.23323 0.3021 0.1790 0.5841
H 1.56629 -0.01625 4.54271 0.5839 -0.3701 -0.0007
H 3.51914 1.09285 3.15680 0.3053 -0.5394 -0.1987
H 3.90456 -0.32096 4.16629 0.4044 0.1091 -0.3887
H -0.28158 4.11089 -0.67591 -0.6992 -0.8542 -0.2836
H -2.11937 3.90597 -0.97743 1.7482 -0.4919 -0.1318
H -0.91921 3.63465 -2.33063 -0.0808 0.0276 0.8422
P -2.62991 0.73565 -0.27468 -4.2633 -2.2163 1.3963
P -0.47517 -2.38178 -1.59648 -1.0764 -4.3201 -0.4778
N -3.33387 0.67187 1.38153 1.3143 1.0453 -1.4981
N -4.02304 1.08498 -1.21879 1.5465 -0.2674 0.7201
N -1.13565 -3.76135 -0.50861 1.0940 0.7357 0.1751
N -0.48090 -3.41584 -3.01181 0.2036 0.1493 -0.8602
C -2.50676 -1.07889 -0.45816 0.2383 0.8368 0.0655
C -2.04433 -1.53604 -1.85515 -0.5285 0.0710 0.1068
C -3.68217 1.85955 2.03232 -0.5963 -0.4794 0.8089
C -4.59008 1.53578 3.03557 0.5679 0.1769 -0.7819
C -4.83260 0.12098 2.98345 1.1797 0.1054 -1.3643
C -4.05169 -0.39018 1.95257 -0.5396 0.1605 0.5881
C -4.27346 2.28411 -1.88842 -0.6650 -0.5345 -0.2891
C -5.52934 2.16241 -2.43819 0.4591 0.5720 0.0054
C -6.05160 0.87887 -2.10075 0.6538 -0.5179 0.6800
C -5.11587 0.22674 -1.32489 -0.4458 0.7429 -0.6122
C -0.23921 -4.75904 -0.08621 -0.8705 0.1253 0.3813
C -0.91288 -5.65218 0.73753 0.7035 0.5527 -0.3657
C -2.24266 -5.17950 0.89346 0.4109 1.0993 -1.1279
C -2.36382 -4.02907 0.10629 0.5226 -0.8395 0.5148
C -0.66716 -4.80348 -3.19520 -0.3752 0.6276 -1.1436
C -0.89058 -5.04214 -4.55069 0.4614 1.4261 1.2573
C -0.79811 -3.77454 -5.23415 0.1514 0.2111 1.3244
C -0.54034 -2.80268 -4.27340 -0.2168 -1.3777 -0.3149
H -3.52610 -1.41703 -0.31300 0.2436 -0.1384 0.1986
H -1.88016 -1.45863 0.37970 -0.7437 0.2079 -0.6041
H -2.80306 -2.22563 -2.26801 0.5115 0.3462 -0.1260
H -1.85355 -0.70751 -2.57174 -0.3782 -0.4089 0.3074
H -3.22781 2.80691 1.71211 -0.3942 -0.5167 0.3093
H -5.04792 2.23718 3.72099 0.1117 -0.1018 -0.1142
H -5.49519 -0.47567 3.58898 0.0402 0.1264 0.0957
H -3.95854 -1.41982 1.59266 -0.0409 0.6740 0.3649
H -3.50625 3.05522 -1.92361 -0.6067 -0.2943 -0.0826
H -6.01952 2.94396 -3.01143 0.0770 -0.3213 0.0901
H -6.99433 0.43735 -2.37268 -0.1160 0.1917 -0.1027
H -5.11779 -0.75344 -0.85129 -0.2637 0.5458 -0.2761
H 0.77882 -4.75101 -0.45544 -0.1229 -0.1328 0.0559
H -0.48699 -6.55319 1.17653 -0.1331 0.3670 -0.1405
H -2.99965 -5.64047 1.50231 -0.1939 0.0640 -0.0976
H -3.22814 -3.40652 -0.03844 0.0156 -0.1269 -0.0976
H -0.62591 -5.48297 -2.36031 -0.1414 0.0587 -0.1120
H -1.10824 -5.99710 -4.98735 0.0889 -0.1612 -0.0644
H -0.91465 -3.60716 -6.29151 0.0257 0.0413 0.0026
H -0.40102 -1.73724 -4.35896 -0.0069 0.0399 -0.1551
O 2.13345 3.68460 1.60556 -0.8056 0.3481 1.2323
C 2.54350 3.19153 0.52447 1.7257 -1.1627 -3.4821
O 1.86883 2.53894 -0.32977 1.2585 1.1357 1.6922
C 4.07243 3.56027 0.39315 -1.9714 -0.8460 4.0306
C 4.73142 3.89560 -0.81425 1.6390 0.8058 -2.7627
C 6.08778 4.26997 -0.83308 0.2034 -0.1861 0.2966
C 6.84955 4.33830 0.34632 0.6235 0.6749 -2.9958
C 6.20290 4.01973 1.54988 -0.9785 -0.5476 2.3222
C 4.84809 3.68152 1.58316 -1.0548 0.0844 -0.3109
N 8.20654 4.79584 0.33179 1.6360 0.3465 -0.7098
O 8.69913 5.12403 -0.77587 -1.1027 -0.6016 1.9026
O 8.84671 4.81711 1.41175 -1.4927 -0.1674 -1.3975
H 4.16395 3.91717 -1.75085 0.3018 -0.0301 0.3350
H 6.60528 4.50743 -1.75401 -0.2366 0.0304 -0.0893
H 6.79713 4.05170 2.45250 -0.0958 0.0081 0.1580
H 4.38676 3.57752 2.56981 0.1515 -0.1708 -0.4250
```
Positions in Å, forces in eV/Å.

charge = +2
LUMO (alpha / beta) = -7.61 / -9.48 eV
frontier orbital gap (alpha / beta) = 0.14268 / 0.11121 Ha
DFT total energy = -72914.8120 eV
spin multiplicity = 6